<w>
DFT (ωB97M-V/def2-TZVPD) results for an isolated molecule of C9H11NOS.

The value obtained for the LUMO energy is 0.634 eV. The HOMO-LUMO gap is 9.7 eV. As for the HOMO energy: -9.05 eV.

Positions of all 23 atoms, in Å:
O -1.56 1.92 0.40
C -1.92 0.80 0.26
C -3.24 0.60 -0.63
S -4.20 -0.94 -0.81
N -1.36 -0.37 0.81
C -0.14 -0.31 1.47
C 1.21 -0.14 0.60
C 1.96 -1.28 0.45
C 2.97 -1.31 -0.49
C 3.17 -0.13 -1.20
C 2.51 1.03 -1.02
C 1.60 1.18 0.00
H -3.99 1.26 -0.25
H -3.19 0.92 -1.59
H -4.95 -0.75 0.36
H -1.68 -1.30 0.38
H 0.06 -1.35 1.92
H -0.21 0.59 2.23
H 1.52 -2.23 0.99
H 3.88 -2.00 -0.65
H 3.95 -0.20 -1.92
H 2.75 2.03 -1.60
H 0.86 1.97 0.28

=====

<x>
DFT (ωB97M-V/def2-TZVPD) results for an isolated molecule of C9H11NOS.

The value obtained for the LUMO energy is 0.794 eV. The HOMO-LUMO gap is 9.2 eV. As for the HOMO energy: -8.43 eV.

Positions of all 23 atoms, in Å:
H -1.07 1.13 -4.17
N -0.77 0.71 -3.30
C -0.97 1.39 -2.27
C -0.69 0.71 -0.81
C -2.02 0.77 -0.36
C -2.55 0.22 0.79
C -1.69 -0.46 1.62
C -0.36 -0.52 1.26
C 0.25 0.03 0.12
C 1.89 -0.39 0.40
C 2.42 0.15 1.70
S 1.95 -2.20 0.23
O 1.90 -2.29 -1.42
H -1.37 2.40 -2.17
H -2.74 1.28 -1.00
H -3.60 0.33 1.01
H -2.03 -0.93 2.53
H 0.27 -1.07 1.93
H 2.47 -0.01 -0.44
H 2.11 -0.45 2.56
H 2.09 1.17 1.86
H 3.51 0.14 1.66
H 1.00 -2.12 -1.73

=====

Result of the stability comparison: <x> is the least stable of them.

=====

<w>
DFT (ωB97M-V/def2-TZVPD) results for an isolated molecule of C7H6N4O2.

The value obtained for the LUMO energy is 0.447 eV. The HOMO-LUMO gap is 9.7 eV. As for the HOMO energy: -9.22 eV.

Positions of all 19 atoms, in Å:
O 1.49 2.55 -0.42
C 0.84 1.55 -0.06
N -0.57 1.68 0.17
N -1.47 0.52 0.08
C -2.15 -0.04 1.17
N -3.00 -0.96 0.65
N -2.51 -1.06 -0.80
C -1.77 -0.04 -1.08
C 1.28 0.18 0.25
C 2.65 -0.10 0.41
C 2.72 -1.50 0.19
O 1.65 -2.06 -0.24
C 0.74 -0.97 -0.19
H -1.02 2.66 0.18
H -2.15 0.39 2.17
H -1.75 0.26 -2.18
H 3.30 0.62 0.85
H 3.69 -2.14 0.13
H -0.15 -1.39 -0.74

=====

<x>
DFT (ωB97M-V/def2-TZVPD) results for a cluster of 2 separate species, C7H6N4O2 in total.

The value obtained for the LUMO energy is -1.213 eV. The HOMO-LUMO gap is 8.7 eV. As for the HOMO energy: -9.87 eV.

Positions of all 19 atoms, in Å:
C 1.87 -1.13 -1.40
C -0.19 0.65 2.15
C 0.16 -0.34 3.06
C 0.65 0.40 0.97
C 0.16 0.61 -0.51
C -0.48 -0.89 -2.48
C 0.82 -0.25 -1.67
N 2.85 -1.71 -1.46
N 1.25 -1.02 2.63
N 1.52 -0.59 1.45
N -1.28 0.14 -2.82
O -0.75 1.40 -0.61
O -0.42 -1.89 -3.15
H -0.96 1.44 2.24
H -0.07 -0.30 4.10
H 1.45 1.02 -2.45
H 2.41 -0.80 1.04
H -1.48 0.74 -2.04
H -2.11 -0.08 -3.27

=====

Result of the stability comparison: <w> is the least stable of them.

=====

<w>
DFT (ωB97M-V/def2-TZVPD) results for a structure of composition C2H2BrF3O.

The value obtained for the LUMO energy is -1.014 eV. The HOMO-LUMO gap is 8.8 eV. As for the HOMO energy: -9.79 eV.

Positions of all 9 atoms, in Å:
C 0.11 -0.42 0.33
C -0.38 0.42 -0.87
O 1.40 -0.22 0.46
F -1.69 0.21 -1.08
F 0.01 1.68 -0.74
F 0.28 -0.13 -1.90
Br -1.09 0.64 2.30
H -0.41 -1.27 0.57
H 1.77 -0.92 0.91

=====

<x>
DFT (ωB97M-V/def2-TZVPD) results for a cluster of 2 separate species, C2H2BrF3O in total.

The value obtained for the LUMO energy (spin up / spin down) is -0.639 / -0.682 eV. The HOMO-LUMO gap (spin up / spin down) is 9.3 / 8.4 eV. As for the HOMO energy (spin up / spin down): -9.95 / -9.03 eV.

Positions of all 9 atoms, in Å:
C -0.19 0.62 -0.20
C -0.09 -0.85 0.11
O 0.47 1.23 -1.18
F -0.53 -1.23 1.29
F -0.85 -1.64 -0.69
F 1.19 -1.32 -0.02
Br -1.87 1.38 0.17
H 0.49 0.81 1.78
H 1.39 1.00 -1.27

=====

Result of the stability comparison: <x> is the least stable of them.